14 unconnected molecules or ions with the total composition C37H102O32S14 at a distorted geometry. Source: the Open Molecules 2025 dataset; level of theory: ωB97M-V with the def2-TZVPD basis set.

```
! wB97M-V def2-TZVPD RIJCOSX def2/J DEFGRID3
* xyz 0 1
C -1.14 -0.15 -4.16
S 0.27 -0.24 -5.32
O 0.59 -1.70 -5.59
C -0.63 0.34 -6.72
H -1.50 0.87 -4.18
H -0.78 -0.43 -3.13
H -1.80 -0.90 -4.55
H -1.12 1.32 -6.50
H -1.37 -0.45 -6.86
H 0.04 0.50 -7.54
C 2.84 -3.72 2.71
S 1.71 -4.94 3.31
O 0.59 -4.13 3.90
C 1.05 -5.45 1.77
H 3.66 -4.06 2.05
H 3.22 -3.12 3.55
H 2.31 -2.96 2.12
H 0.18 -6.10 1.94
H 1.76 -5.97 1.13
H 0.68 -4.52 1.34
C -5.93 -1.28 4.37
S -4.82 -0.13 3.64
O -4.48 -0.75 2.34
C -5.95 1.18 3.13
H -6.64 -1.67 3.63
H -6.43 -0.88 5.24
H -5.29 -2.07 4.74
H -5.46 1.89 2.49
H -6.36 1.68 3.98
H -6.79 0.76 2.58
C 3.01 1.38 3.17
S 4.36 0.23 3.00
O 4.10 -0.97 3.79
C 4.02 -0.24 1.32
H 2.10 0.81 3.01
H 3.06 2.23 2.50
H 3.04 1.74 4.18
H 4.85 -0.90 1.16
H 4.04 0.61 0.63
H 3.11 -0.83 1.20
C 3.75 -0.90 -5.92
S 5.45 -0.77 -6.35
O 5.70 0.66 -6.55
C 6.14 -1.14 -4.74
H 3.39 -1.89 -5.66
H 3.26 -0.53 -6.83
H 3.49 -0.16 -5.17
H 5.77 -0.46 -3.97
H 7.24 -1.09 -4.81
H 5.80 -2.17 -4.46
O -1.33 -1.17 4.05
S -0.46 -0.35 4.84
O -0.34 1.06 4.61
O -0.89 -0.41 6.42
C -1.38 -1.60 6.97
C -2.92 -1.42 7.30
C 1.14 -1.10 4.81
H -0.75 -1.89 7.81
H -1.25 -2.40 6.22
H -3.13 -0.52 7.83
H -3.35 -2.27 7.84
H -3.46 -1.28 6.36
H 1.05 -2.06 5.33
H 1.74 -0.43 5.37
H 1.45 -1.21 3.78
O 3.35 -3.64 -0.40
S 3.40 -2.92 -1.65
O 3.94 -1.55 -1.76
O 4.40 -3.70 -2.66
C 4.47 -5.20 -2.48
C 4.99 -5.61 -3.92
C 1.74 -3.02 -2.37
H 3.45 -5.59 -2.24
H 5.21 -5.34 -1.70
H 6.05 -5.38 -4.06
H 4.39 -5.10 -4.69
H 4.88 -6.66 -4.18
H 1.48 -4.08 -2.38
H 1.87 -2.66 -3.41
H 1.03 -2.40 -1.78
O 4.44 4.51 -1.65
S 4.07 4.29 -0.25
O 2.68 3.92 0.02
O 4.92 3.18 0.56
C 6.13 2.67 -0.02
C 7.18 2.77 1.03
C 4.39 5.73 0.75
H 6.30 3.31 -0.90
H 5.92 1.62 -0.35
H 8.15 2.39 0.74
H 6.97 2.30 2.00
H 7.39 3.83 1.22
H 3.77 6.55 0.38
H 5.42 6.06 0.76
H 4.18 5.36 1.74
O -5.13 3.66 0.57
S -4.72 2.97 -0.64
O -4.70 3.65 -1.93
O -3.22 2.40 -0.42
C -2.28 2.45 -1.57
C -1.26 3.62 -1.29
C -5.66 1.49 -0.77
H -2.82 2.56 -2.50
H -1.84 1.48 -1.60
H -1.08 3.68 -0.20
H -1.74 4.57 -1.56
H -0.35 3.55 -1.88
H -6.64 1.69 -1.18
H -5.70 1.02 0.22
H -5.04 0.88 -1.46
O -4.20 -1.48 -3.69
S -3.81 -1.76 -2.35
O -3.11 -0.83 -1.51
O -5.17 -2.26 -1.71
C -5.02 -2.29 -0.21
C -6.29 -2.92 0.31
C -2.85 -3.31 -2.40
H -4.79 -1.28 0.10
H -4.16 -2.94 -0.06
H -6.35 -3.98 -0.03
H -7.15 -2.40 -0.08
H -6.35 -2.95 1.42
H -1.94 -3.11 -2.93
H -3.44 -4.05 -2.94
H -2.59 -3.69 -1.40
O 0.78 4.05 -4.55
S 1.78 3.65 -5.52
O 1.39 2.86 -6.65
O 2.51 5.02 -5.94
C 3.10 5.02 -7.28
C 3.69 6.45 -7.50
C 3.11 2.79 -4.66
H 2.28 4.75 -7.95
H 3.91 4.30 -7.25
H 2.82 7.13 -7.51
H 4.26 6.65 -8.39
H 4.37 6.59 -6.68
H 4.03 2.71 -5.23
H 2.65 1.79 -4.49
H 3.37 3.27 -3.71
O -5.84 -6.51 3.88
S -4.53 -6.19 4.45
O -3.39 -7.15 4.48
O -4.05 -4.95 3.55
C -2.80 -4.30 3.93
C -2.37 -3.65 2.59
C -4.88 -5.71 6.24
H -2.15 -5.12 4.21
H -2.82 -3.61 4.80
H -1.34 -3.28 2.69
H -3.05 -2.85 2.28
H -2.37 -4.52 1.94
H -5.63 -4.91 6.18
H -3.92 -5.39 6.67
H -5.22 -6.65 6.63
O -0.77 4.26 2.18
S -1.65 4.42 3.30
O -1.11 4.75 4.58
O -2.72 5.62 2.97
C -3.06 6.01 1.63
C -1.95 6.83 0.95
C -2.68 3.02 3.36
H -3.96 6.58 1.79
H -3.31 5.15 1.03
H -1.55 7.41 1.78
H -2.38 7.49 0.20
H -1.18 6.24 0.47
H -2.14 2.14 3.62
H -3.22 2.96 2.43
H -3.42 3.35 4.10
O -0.63 -2.29 -0.02
S -0.19 -1.07 0.54
O 0.90 -1.00 1.52
O 0.33 -0.27 -0.78
C 1.08 0.96 -0.51
C 1.75 1.18 -1.85
C -1.56 -0.09 1.14
H 1.70 0.85 0.37
H 0.38 1.74 -0.24
H 2.46 0.42 -2.09
H 2.27 2.13 -1.88
H 0.95 1.25 -2.58
H -2.23 -0.15 0.30
H -1.17 0.92 1.25
H -2.02 -0.49 2.05
*
```

Gap between HOMO and LUMO in eV: 8.934
Energy in hartree: -9452.97731

Löwdin atomic charge list, values in e, 6 entries: -0.234, 0.793, -0.554, -0.267, 0.057, 0.048